#i
Density functional theory data (ωB97M-V/def2-TZVPD) for C4H9N in the gas phase.

Geometry as ORCA input:
```
! wB97M-V def2-TZVPD RIJCOSX def2/J DEFGRID3
* xyz 0 1
C -2.06146 0.18686 0.02192
C -0.72615 -0.51175 -0.38759
C 0.47031 -0.07520 0.44700
C 1.83693 0.67281 -0.20907
N 1.71055 -0.86703 -0.22628
H -1.99836 0.06832 1.18785
H -2.99207 -0.05707 -0.45715
H -1.80940 1.32755 -0.33279
H -0.98299 -1.68829 -0.16114
H -0.57603 -0.34597 -1.41459
H 0.28774 -0.41972 1.52443
H 2.55119 1.18175 0.60235
H 1.69626 1.39108 -1.04829
H 2.59348 -0.86334 0.45336
*
```

For the frontier orbital gap, the calculation gives 10.501 eV.

---

#ii
Density functional theory data (ωB97M-V/def2-TZVPD) for 2 unconnected molecules or ions with the total composition C4H9N.

Geometry as ORCA input:
```
! wB97M-V def2-TZVPD RIJCOSX def2/J DEFGRID3
* xyz 0 1
C -0.12124 0.74256 -0.09616
C 0.07152 1.92422 -0.92414
C -1.30476 0.19832 0.58404
C 1.15537 -1.93109 0.31443
N 1.35587 -0.75630 -0.33723
H 1.04743 1.88669 -1.48853
H -0.84244 1.71745 -1.65874
H -0.09747 2.80849 -0.39335
H -1.93520 1.06923 0.93326
H -1.01209 -0.28312 1.46989
H -1.89740 -0.51411 -0.07945
H 1.10413 -1.78085 1.44514
H 2.19076 -2.46242 0.12413
H 0.28552 -2.61906 0.10669
*
```

For the frontier orbital gap (alpha / beta), the calculation gives 7.962 / 9.554 eV.

---

#iii
Density functional theory data (ωB97M-V/def2-TZVPD) for 2 unconnected molecules or ions with the total composition C4H9N.

Geometry as ORCA input:
```
! wB97M-V def2-TZVPD RIJCOSX def2/J DEFGRID3
* xyz 0 1
C 1.06784 -2.29388 0.91096
N 0.79084 -2.35858 2.13807
C -0.37309 -1.57961 2.57823
H 1.89118 -2.83431 0.44256
H 0.37936 -1.90531 0.14344
H -1.28983 -2.11140 2.31465
H -0.46856 -0.60339 2.09083
H -0.21459 -1.39972 3.64038
C -0.88161 2.52751 -3.15058
C -0.36983 3.52836 -2.44061
H -1.94140 2.32426 -3.20860
H -0.19874 1.97192 -3.78148
H -0.98426 4.24184 -1.90725
H 0.68239 3.75766 -2.54692
*
```

For the frontier orbital gap, the calculation gives 10.713 eV.

---

What are the relative energies? In eV: #i 1.803; #ii 4.446; #iii 0.000.

---

#i
Density functional theory data (ωB97M-V/def2-TZVPD) for C4H9N in the gas phase.

Geometry as ORCA input:
```
! wB97M-V def2-TZVPD RIJCOSX def2/J DEFGRID3
* xyz 0 1
C -0.21702 0.84438 0.80837
C -1.13677 0.30682 -0.31560
C -0.13586 -0.48357 -1.20901
N 1.12103 -0.69486 -0.46535
C 0.88103 -0.13524 0.92733
H 0.25988 1.78981 0.45084
H -0.85356 1.03564 1.67420
H -1.67670 1.15222 -0.80415
H -1.80092 -0.36920 0.19304
H -0.01590 0.10456 -2.14803
H -0.55704 -1.38938 -1.65424
H 1.77145 -1.48103 -0.37417
H 1.84729 0.24018 1.25208
H 0.51306 -0.92032 1.66468
*
```

For the frontier orbital gap, the calculation gives 9.416 eV.

---

#ii
Density functional theory data (ωB97M-V/def2-TZVPD) for a molecular structure, C4H9N.

Geometry as ORCA input:
```
! wB97M-V def2-TZVPD RIJCOSX def2/J DEFGRID3
* xyz 0 1
C 1.55105 -1.03225 -0.22220
C 0.47961 -0.21471 0.38670
C 0.38338 1.16975 0.90134
N -0.39153 0.60985 -0.18090
C -1.48799 0.76810 -0.84677
H 2.16649 -1.49561 0.54474
H 1.14549 -1.83807 -0.83175
H 2.20197 -0.42319 -0.85325
H -1.28616 -1.43513 0.78259
H 1.05829 1.96766 0.59421
H -0.13859 1.34824 1.83742
H -1.72279 0.07816 -1.64400
H -2.01039 -1.43154 0.49816
H -2.02790 1.69234 -0.72941
*
```

For the frontier orbital gap, the calculation gives 8.188 eV.

---

#iii
Density functional theory data (ωB97M-V/def2-TZVPD) for C4H9N in the gas phase.

Geometry as ORCA input:
```
! wB97M-V def2-TZVPD RIJCOSX def2/J DEFGRID3
* xyz 0 1
C 0.79199 1.07606 0.66391
C -0.09726 0.22595 -0.09245
N -1.23430 0.90579 -0.70569
C -0.27287 -1.17655 0.40420
C 0.51556 -0.86139 -0.87972
H 1.61338 1.69370 0.09108
H 0.19153 1.80012 1.27775
H 1.41250 0.46239 1.42138
H -1.87276 1.28491 -0.02938
H -1.87769 0.18473 -1.11736
H 0.33881 -1.60053 1.26938
H -1.24225 -1.64719 0.29318
H 0.17619 -1.32047 -1.79594
H 1.55716 -1.02751 -0.80034
*
```

For the frontier orbital gap, the calculation gives 10.215 eV.

---

What are the relative energies? In eV: #i 0.000; #ii 3.807; #iii 0.440.

---

#i
Density functional theory data (ωB97M-V/def2-TZVPD) for C4H9N in the gas phase.

Geometry as ORCA input:
```
! wB97M-V def2-TZVPD RIJCOSX def2/J DEFGRID3
* xyz 0 1
C 1.03125 -1.52728 0.48676
C -0.01382 -0.44225 0.58076
C 0.32393 0.99476 0.82617
N 0.01374 0.50849 -0.49252
C -1.10151 0.86376 -1.33211
H 1.41163 -1.83682 1.46389
H 0.63111 -2.41559 -0.01608
H 1.85860 -1.13396 -0.11022
H -0.98437 -0.75108 0.98370
H 1.35890 1.30705 0.94674
H -0.38911 1.57898 1.41677
H -1.98474 1.27305 -0.82066
H -0.75300 1.61711 -2.04756
H -1.40260 -0.03623 -1.88566
*
```

For the frontier orbital gap, the calculation gives 10.028 eV.

---

#ii
Density functional theory data (ωB97M-V/def2-TZVPD) for C4H9N in the gas phase.

Geometry as ORCA input:
```
! wB97M-V def2-TZVPD RIJCOSX def2/J DEFGRID3
* xyz 0 1
C 1.07993 -0.42611 -0.45340
C 0.76309 0.79923 0.44447
C -0.89083 0.81526 0.65612
N -1.23569 -0.59446 0.26132
C -0.35896 -0.90021 -0.94044
H 1.54950 -1.23854 0.02714
H 1.45559 -0.07180 -1.46196
H 1.24728 0.74726 1.43239
H 0.96957 1.89059 0.26196
H -1.14893 1.11201 1.65380
H -1.38492 1.58272 0.01574
H -1.05022 -1.34093 1.03480
H -0.22012 -1.96915 -1.16213
H -0.77529 -0.40588 -1.76981
*
```

For the frontier orbital gap, the calculation gives 9.731 eV.

---

What are the relative energies? In eV: #i 0.000; #ii 0.080.

---

#i
Density functional theory data (ωB97M-V/def2-TZVPD) for C4H9N in the gas phase.

Geometry as ORCA input:
```
! wB97M-V def2-TZVPD RIJCOSX def2/J DEFGRID3
* xyz 0 1
C 2.08073 -0.07559 -0.16663
C 0.83991 -0.44813 0.38246
C -0.43524 -0.14280 -0.33468
C -0.99002 1.24631 0.12961
N -1.38172 -1.16016 -0.13878
H 3.06085 -0.16152 0.33715
H 2.00600 0.39091 -1.19748
H 0.70343 -0.92064 1.36249
H -0.22189 -0.03958 -1.36180
H -0.60744 1.37597 1.26501
H -0.44145 2.06047 -0.56794
H -2.19834 1.25680 -0.03049
H -0.96881 -1.96800 -0.53049
H -1.44600 -1.41403 0.85156
*
```

For the frontier orbital gap, the calculation gives 10.411 eV.

---

#ii
Density functional theory data (ωB97M-V/def2-TZVPD) for a molecular structure, C4H9N.

Geometry as ORCA input:
```
! wB97M-V def2-TZVPD RIJCOSX def2/J DEFGRID3
* xyz 0 1
C 0.62090 -1.37040 0.51755
C 1.06118 -0.04492 0.32141
C 1.98607 0.55389 -0.51647
C -2.18579 -0.09836 -0.29143
N 0.73165 1.09217 0.88934
H 0.16881 -1.61225 1.48878
H -2.53304 -1.01814 0.12370
H 1.19014 -2.12225 -0.03059
H 1.66912 1.05418 -1.43646
H 2.88116 1.00153 -0.13454
H -2.83695 0.12878 -1.13613
H -1.15233 -0.19498 -0.63752
H -2.25678 0.67983 0.47721
H 0.65587 1.95094 0.36516
*
```

For the frontier orbital gap, the calculation gives 7.569 eV.

---

What are the relative energies? In eV: #i 0.000; #ii 2.790.

---

#i
Density functional theory data (ωB97M-V/def2-TZVPD) for C5H5N3 in the gas phase.

Geometry as ORCA input:
```
! wB97M-V def2-TZVPD RIJCOSX def2/J DEFGRID3
* xyz 0 1
C 1.15320 0.64491 1.29878
C 0.08665 -0.17094 0.84054
C 0.11849 -1.62381 0.30980
N -0.74683 -1.80593 -0.71880
N -1.57052 -0.70133 -0.71668
C -0.86671 0.46501 -0.20541
C 0.05601 1.25789 -1.20201
N 0.63925 1.40824 -2.24837
H 1.32808 1.70801 1.19030
H 1.79787 0.14760 2.12185
H 1.12669 -2.23368 0.70239
H -1.70756 -0.15583 -1.79986
H -1.41462 1.05984 0.42745
*
```

For the frontier orbital gap, the calculation gives 8.559 eV.

---

#ii
Density functional theory data (ωB97M-V/def2-TZVPD) for C5H5N3 in the gas phase.

Geometry as ORCA input:
```
! wB97M-V def2-TZVPD RIJCOSX def2/J DEFGRID3
* xyz 0 1
N -2.42872 -0.93397 -1.23241
C -1.59023 -1.01046 -0.45175
C -0.30768 -1.03340 0.31439
C 0.72436 -0.56456 -0.53002
C 1.05006 0.77016 -0.85035
C 0.80575 1.63536 0.23837
N -0.05485 1.17051 1.14195
N -0.33369 -0.07076 1.56990
H -0.08149 -2.06691 0.69569
H 0.79051 -1.30085 -1.38885
H 1.76923 0.79909 -1.71039
H 1.15408 2.76845 0.43792
H -1.49731 -0.16266 1.76556
*
```

For the frontier orbital gap, the calculation gives 8.003 eV.

---

#iii
Density functional theory data (ωB97M-V/def2-TZVPD) for C5H5N3 in the gas phase.

Geometry as ORCA input:
```
! wB97M-V def2-TZVPD RIJCOSX def2/J DEFGRID3
* xyz 0 1
N -0.71849 -0.53012 -2.55639
C -0.19486 -0.74323 -1.53005
C 0.69580 -0.82921 -0.23249
C 0.01559 -1.21064 1.18091
C -0.68020 -0.07415 1.59898
C -0.73189 1.25811 0.95432
N 0.24359 1.54151 0.13788
N 1.12140 0.49672 0.10949
H 1.67612 -1.41685 -0.36280
H -0.11214 -2.32602 1.44954
H -1.22641 -0.04948 2.67536
H -1.29763 2.12369 1.09099
H 1.80786 0.70661 -0.52003
*
```

For the frontier orbital gap, the calculation gives 9.414 eV.

---

#iv
Density functional theory data (ωB97M-V/def2-TZVPD) for a molecular structure, C5H5N3.

Geometry as ORCA input:
```
! wB97M-V def2-TZVPD RIJCOSX def2/J DEFGRID3
* xyz 0 1
C -1.65587 -0.74216 0.15617
C -0.19889 0.67445 0.10013
C 0.96713 1.36823 0.07530
C 2.12930 -0.66131 -0.01035
C -0.11506 -0.69235 -0.10465
H -1.89907 -1.17502 1.19361
H -2.54340 -1.29761 -0.53315
H -1.98561 1.10031 -0.85795
H 0.84400 2.50240 0.08477
H 3.06324 -1.16919 -0.17208
N -1.57835 0.80094 -0.01210
N 2.02008 0.70002 0.08842
N 0.95249 -1.40871 -0.00811
*
```

For the frontier orbital gap, the calculation gives 9.787 eV.

---

What are the relative energies? In eV: #i 2.419; #ii 1.689; #iii 0.603; #iv 0.000.

---

#i
Density functional theory data (ωB97M-V/def2-TZVPD) for C5H5N3 in the gas phase.

Geometry as ORCA input:
```
! wB97M-V def2-TZVPD RIJCOSX def2/J DEFGRID3
* xyz 0 1
N 0.70098 -0.60867 2.81702
C 0.51745 -0.06423 1.83195
C 0.60709 0.61116 0.58850
C -0.66007 0.38495 -0.28974
N -1.78383 -0.09408 0.37013
C 0.62175 -0.37998 -0.60259
C 1.20660 -0.05529 -1.82124
N 1.76087 0.19190 -2.78335
H 1.20967 1.43422 0.38506
H -0.82467 1.24069 -0.92505
H -2.57595 -0.41989 -0.11189
H -1.45412 -0.85690 0.97168
H 0.67423 -1.38387 -0.43047
*
```

For the frontier orbital gap, the calculation gives 10.577 eV.

---

#ii
Density functional theory data (ωB97M-V/def2-TZVPD) for C5H5N3 in the gas phase.

Geometry as ORCA input:
```
! wB97M-V def2-TZVPD RIJCOSX def2/J DEFGRID3
* xyz 0 1
C -1.64814 -1.22752 0.20563
C -0.78833 -0.45241 -0.29861
C -0.63951 1.07997 -0.01793
N 0.33524 1.60134 0.54689
C 1.39684 0.99553 1.00549
N 2.11011 0.05191 0.33382
N 1.67537 -0.23439 -0.94493
C 0.46330 -0.65376 -1.24349
H -1.63825 -2.45641 0.41811
H -2.37164 -0.61122 0.76330
H -1.42576 1.80916 -0.55658
H 2.13071 1.32815 1.90880
H 0.40006 -1.23037 -2.12049
*
```

For the frontier orbital gap, the calculation gives 9.205 eV.

---

#iii
Density functional theory data (ωB97M-V/def2-TZVPD) for C5H5N3 in the gas phase.

Geometry as ORCA input:
```
! wB97M-V def2-TZVPD RIJCOSX def2/J DEFGRID3
* xyz 0 1
C -1.71035 -0.69267 1.77811
C -1.02858 -0.44231 0.76269
C -0.12746 -0.37115 -0.44082
N -0.61469 -1.55909 -1.01158
C 1.23655 -0.23439 0.31824
N 1.69138 1.01171 0.25999
N 0.75832 1.77714 -0.37926
C -0.13832 1.03419 -1.04536
H -2.25848 -1.11960 2.78266
H -0.44574 -1.70846 -2.16591
H -0.36146 -2.30474 -0.23381
H 1.90762 -0.88137 0.87827
H -1.07803 1.64382 -1.58247
*
```

For the frontier orbital gap, the calculation gives 9.038 eV.

---

What are the relative energies? In eV: #i 0.000; #ii 2.984; #iii 4.715.